The following is a quantum chemistry calculation of a cluster of 2 separate species, CH3BrO2S in total in a non-equilibrium geometry, from the OMol25 dataset.

Each line ends with the natural charge from an NBO analysis.
Geometry (Å):
C (-0.979, 0.271, 0.341)  -0.25
O (2.205, 0.427, 0.444)  -0.79
O (-0.041, -0.689, 0.837)  -0.71
S (1.530, -0.827, 0.422)  1.48
Br (0.673, -0.930, -2.780)  -0.34
H (-0.216, 1.003, -0.178)  0.20
H (-1.500, 0.864, 1.208)  0.20
H (-1.672, -0.118, -0.294)  0.20

Spin multiplicity   1
Energy relative to the best compared isomer or geometry (same formula, charge and spin)   48.3 kcal/mol
LUMO level (alpha / beta)   -0.06792 / -0.11775 hartree

***

The following is a quantum chemistry calculation of the ion CH3BrO3P with charge -1 in a non-equilibrium geometry, from the OMol25 dataset.

Each line ends with the natural charge from an NBO analysis.
Geometry (Å):
C (-1.728, 0.347, 0.113)  -0.24
O (-0.397, -0.221, -0.256)  -0.97
P (1.649, -0.623, -0.136)  2.25
O (2.021, -1.414, -1.297)  -1.09
O (1.879, -1.138, 1.227)  -1.10
Br (2.351, 1.500, -0.347)  -0.34
H (-1.827, 1.405, -0.262)  0.15
H (-2.383, -0.441, -0.256)  0.19
H (-1.565, 0.585, 1.213)  0.17

Total charge   -1
Structure (SMILES)   CO[P@](=O)([O-])Br
Spin multiplicity   1
Energy relative to the best compared isomer or geometry (same formula, charge and spin)   14.3 kcal/mol
LUMO level   0.12369 hartree